DFT (wB97M-V/def2-TZVPD) results for a cluster of 2 separate species, C4H11NOS in total at a distorted geometry.

Bonds (Å) are listed after each position.
Element x y z (Å)
1 H -1.53241 -1.54017 -0.49926  C12 1.148
2 O -2.02033 0.23059 -1.44408  C12 1.215
3 N 0.74705 0.57387 -1.79566  C4 1.478, H8 1.028, H11 1.017
4 C 0.16864 -0.78649 -1.80060  N3 1.478, H7 1.078, C12 1.543, H13 1.092
5 H -0.26353 -0.96624 2.95841  C14 1.149
6 H -1.40044 -0.21700 1.81449  C14 1.103
7 H 0.04595 -1.13299 -2.81420  C4 1.078
8 H 1.66546 0.52322 -2.25511  N3 1.028
9 H 0.49830 1.03450 -0.37648  S15 1.552
10 H 1.56323 0.52139 2.00940  C18 1.087
11 H 0.13839 1.07120 -2.44093  N3 1.017
12 C -1.24694 -0.67335 -1.19641  H1 1.148, O2 1.215, C4 1.543
13 H 0.74710 -1.51793 -1.23319  C4 1.092
14 C -0.31961 -0.35101 1.98943  H5 1.149, H6 1.103, H16 1.118, C18 1.471
15 S 0.29430 2.07561 0.75578  H9 1.552, C18 1.836
16 H -0.00294 -1.04946 1.17560  C14 1.118
17 H 0.38844 1.35906 3.05510  C18 1.096
18 C 0.52933 0.84520 2.09769  H10 1.087, C14 1.471, S15 1.836, H17 1.096

Max |F|   3.203 eV/Å
E_tot   -687.1233 a.u.
E_HOMO   -7.82 eV
Total charge   0
LUMO level   0.016 Ha



DFT (wB97M-V/def2-TZVPD) results for an isolated molecule of C5H11NO at a distorted geometry.

Bonds (Å) are listed after each position.
Element x y z (Å)
1 C -0.93890 -0.06004 0.01480  C7 1.546, C8 1.517, N17 1.458, H18 1.099
2 H -0.67907 -1.48881 -1.58031  C8 1.084
3 H -1.98977 1.85126 -0.18686  C7 1.083
4 H -1.46710 1.12449 -1.76331  C7 1.092
5 H -0.40127 1.99600 1.27575  C6 1.084
6 C 0.58681 1.63474 1.01318  H5 1.084, H10 1.093, H14 1.096, N17 1.479
7 C -1.83504 0.93981 -0.75137  C1 1.546, H3 1.083, H4 1.092, H13 1.094
8 C -1.06417 -1.45568 -0.56726  C1 1.517, H2 1.084, H11 1.089, H16 1.078
9 O 1.68712 -1.48064 0.10467  C12 1.207
10 H 1.19780 1.37375 1.88163  C6 1.093
11 H -2.08745 -1.82884 -0.54725  C8 1.089
12 C 1.55016 -0.28405 0.01934  O9 1.207, H15 1.106, N17 1.369
13 H -2.80149 0.46483 -0.94193  C7 1.094
14 H 1.18734 2.39835 0.50555  C6 1.096
15 H 2.47090 0.31894 -0.09323  C12 1.106
16 H -0.48182 -2.13944 0.02876  C8 1.078
17 N 0.41433 0.47439 0.11205  C1 1.458, C6 1.479, C12 1.369
18 H -1.45880 -0.04001 0.98320  C1 1.099

Max |F|   1.714 eV/Å
E_tot   -327.0873 a.u.
E_HOMO   -9.22 eV
Total charge   0
LUMO level   0.034 Ha



DFT (wB97M-V/def2-TZVPD) results for a cluster of 10 separate species, C10H40O10 in total at a distorted geometry.

Bonds (Å) are listed after each position.
Element x y z (Å)
1 H 0.17358 4.28639 1.38772  C44 1.092
2 H -1.19048 -1.14880 -2.01414  O41 0.968
3 H 1.95670 -2.55252 -3.81395  C32 1.091
4 C 1.67781 -3.78936 0.37819  H12 1.090, H20 1.093, H23 1.084, O43 1.446
5 H 3.09856 1.34096 1.69705  C16 1.090
6 C 0.27330 1.96377 4.82655  H17 1.095, H34 1.091, O53 1.400, H59 1.100
7 O 1.84220 4.48593 2.69309  H22 0.958, C44 1.429
8 H -0.89107 -0.95161 1.19321  C18 1.094
9 H 1.13255 2.26371 -4.40969  O15 0.959
10 H -0.50957 3.25045 -2.97650  C21 1.087
11 H -3.55006 -1.22625 -3.41539  C55 1.088
12 H 1.06010 -2.89491 0.45295  C4 1.090
13 H -4.67862 1.41416 0.23836  C45 1.096
14 H 0.95093 -0.75795 1.10517  C18 1.083
15 O 0.97462 1.89082 -3.54009  H9 0.959, C21 1.429
16 C 3.75460 0.48230 1.83776  H5 1.090, O26 1.458, H57 1.090, H58 1.086
17 H -0.73810 2.33129 5.03020  C6 1.095
18 C -0.02745 -0.40864 0.79890  H8 1.094, H14 1.083, H36 1.096, O37 1.429
19 H -2.95296 -3.06612 -1.19365  O40 0.964
20 H 2.67240 -3.52608 0.74618  C4 1.093
21 C -0.36357 2.18532 -3.13616  H10 1.087, O15 1.429, H28 1.095, H54 1.089
22 H 2.13695 5.39181 2.59024  O7 0.958
23 H 1.75299 -4.22640 -0.61149  C4 1.084
24 H 1.54641 -4.56674 2.14172  O43 0.960
25 H -1.00138 1.26430 0.59874  O37 0.963
26 O 5.08271 1.07275 1.94895  C16 1.458, H50 0.962
27 H -1.19996 -4.40671 -0.60056  C48 1.094
28 H -1.01756 1.78846 -3.91967  C21 1.095
29 H 1.83200 4.28689 0.66020  C44 1.090
30 H -3.30756 2.46967 -0.90069  O56 0.955
31 H -3.65381 -0.03229 -0.00840  C45 1.091
32 C 0.94053 -2.17908 -3.67917  H3 1.091, O33 1.410, H35 1.089, H46 1.095
33 O 0.85679 -1.21308 -2.65573  C32 1.410, H60 0.964
34 H 0.47707 1.08517 5.44045  C6 1.091
35 H 0.28172 -3.02219 -3.47628  C32 1.089
36 H -0.10104 -0.55256 -0.28493  C18 1.096
37 O -0.24952 0.96588 1.12049  C18 1.429, H25 0.963
38 H -3.17296 0.27476 -2.51627  C55 1.092
39 H 1.39817 3.44729 4.14128  O53 0.972
40 O -3.17588 -3.68924 -0.49306  H19 0.964, C48 1.412
41 O -2.11285 -1.44100 -2.01824  H2 0.968, C55 1.441
42 H -2.00638 -0.34257 -3.75004  C55 1.090
43 O 1.08375 -4.71786 1.31465  C4 1.446, H24 0.960
44 C 1.21666 3.98854 1.50897  H1 1.092, O7 1.429, H29 1.090, H52 1.089
45 C -3.67205 0.99627 0.35357  H13 1.096, H31 1.091, H47 1.092, O56 1.423
46 H 0.58119 -1.76906 -4.62887  C32 1.095
47 H -3.54817 0.99431 1.43896  C45 1.092
48 C -1.99218 -4.16444 0.11339  H27 1.094, O40 1.412, H49 1.096, H51 1.092
49 H -1.72506 -3.40463 0.85736  C48 1.096
50 H 5.31165 1.46217 1.09953  O26 0.962
51 H -2.12009 -5.09497 0.67081  C48 1.092
52 H 1.19978 2.90313 1.59031  C44 1.089
53 O 1.22002 2.98413 4.97701  C6 1.400, H39 0.972
54 H -0.67266 1.60955 -2.26471  C21 1.089
55 C -2.75470 -0.60781 -3.00376  H11 1.088, H38 1.092, O41 1.441, H42 1.090
56 O -2.80269 1.88007 -0.34462  H30 0.955, C45 1.423
57 H 3.65371 -0.23798 1.02547  C16 1.090
58 H 3.66238 0.00262 2.80761  C16 1.086
59 H 0.25241 1.56042 3.80376  C6 1.100
60 H 1.13415 -0.33241 -2.93275  O33 0.964

Max |F|   1.857 eV/Å
E_tot   -1157.1929 a.u.
E_HOMO   -9.33 eV
Total charge   0
LUMO level   0.006 Ha



DFT (wB97M-V/def2-TZVPD) results for an isolated molecule of C4H7N3 at a distorted geometry.

Bonds (Å) are listed after each position.
Element x y z (Å)
1 H -0.12018 -1.19031 2.80464  C12 1.093
2 H 0.49951 -1.11268 -0.99382  N13 1.010
3 N -0.67089 1.85508 -0.69719  C6 1.278, H9 1.016
4 H -0.87474 0.46121 1.08778  C14 1.092
5 H 1.27976 -0.45274 2.00363  C12 1.094
6 C 0.00847 0.86255 -1.12986  N3 1.278, C10 1.451, N13 1.359
7 N 0.47423 1.19610 -3.61754  C10 1.154
8 H 0.77053 -2.10004 1.57649  C12 1.095
9 H -0.59305 2.62921 -1.35043  N3 1.016
10 C 0.50482 0.94818 -2.49071  C6 1.451, N7 1.154
11 H -1.38060 -1.16322 0.62572  C14 1.098
12 C 0.41280 -1.10311 1.85399  H1 1.093, H5 1.094, H8 1.095, C14 1.519
13 N 0.19413 -0.30800 -0.46466  H2 1.010, C6 1.359, C14 1.454
14 C -0.50478 -0.52222 0.79198  H4 1.092, H11 1.098, C12 1.519, N13 1.454

Max |F|   1.251 eV/Å
E_tot   -320.8597 a.u.
E_HOMO   -9.69 eV
Total charge   0
LUMO level   0.026 Ha



DFT (wB97M-V/def2-TZVPD) results for an isolated molecule of C25H22ClN3O2S at a distorted geometry.

Bonds (Å) are listed after each position.
Element x y z (Å)
1 N 0.21753 1.36739 1.78995  N15 1.343, C25 1.301
2 H -3.12910 -2.63393 2.12329  C52 1.092
3 O 1.34321 -1.88293 -5.06864  C5 1.408, C48 1.357
4 N 0.22869 0.16502 -0.04099  C17 1.368, C25 1.376, C34 1.407
5 C 2.63725 -2.28714 -5.44886  O3 1.408, H7 1.095, H11 1.089, H51 1.095
6 H -0.86214 -3.18279 7.55285  C12 1.079
7 H 2.99967 -3.11170 -4.82701  C5 1.095
8 H 0.48155 2.11103 -4.89376  C31 1.080
9 H 3.16240 -1.56739 -3.05170  C20 1.078
10 H 0.73609 3.88337 0.28653  C43 1.091
11 H 2.54792 -2.62691 -6.47937  C5 1.089
12 C -1.03365 -2.45426 6.77615  H6 1.079, C22 1.387, C41 1.381
13 O -0.37800 -3.08311 2.60510  C46 1.206
14 C 0.37621 3.00048 -1.62894  C30 1.389, C43 1.502, C49 1.390
15 N -0.76960 0.46256 1.89622  N1 1.343, C17 1.305
16 H 2.60851 -0.69658 -0.84706  C45 1.080
17 C -0.76567 -0.24884 0.80225  N4 1.368, N15 1.305, S40 1.735
18 H 1.96541 2.75152 -3.03975  C49 1.081
19 H 2.54835 2.34910 0.95555  C35 1.091
20 C 2.14530 -1.27236 -2.84884  H9 1.078, C45 1.383, C48 1.391
21 H 2.10278 3.98877 -0.84008  C43 1.092
22 C -1.26989 -1.12750 7.10581  C12 1.387, C27 1.387, Cl37 1.726
23 C -1.30523 2.27834 -3.72804  C28 1.384, C31 1.384, H54 1.080
24 H -0.92512 -1.17445 -4.23952  C42 1.078
25 C 0.81762 1.20093 0.64796  N1 1.301, N4 1.376, C35 1.483
26 C -1.47123 -0.55129 4.79069  C27 1.382, C32 1.393, H50 1.080
27 C -1.47100 -0.17263 6.12006  C22 1.387, C26 1.382, H44 1.079
28 C -1.83371 2.56895 -2.48215  C23 1.384, C30 1.384, H33 1.080
29 H -0.81485 -3.84818 5.16803  C41 1.080
30 C -0.99720 2.92485 -1.43881  C14 1.389, C28 1.384, H47 1.081
31 C 0.06356 2.34097 -3.92479  H8 1.080, C23 1.384, C49 1.383
32 C -1.25196 -1.88315 4.44566  C26 1.393, C41 1.394, C46 1.484
33 H -2.90096 2.51849 -2.32127  C28 1.080
34 C 0.54026 -0.37194 -1.30315  N4 1.407, C36 1.391, C45 1.387
35 C 1.89578 2.07520 0.12575  H19 1.091, C25 1.483, H39 1.090, C43 1.541
36 C -0.46413 -0.53309 -2.25200  C34 1.391, C42 1.375, H53 1.078
37 Cl -1.29696 -0.65758 8.76646  C22 1.726
38 H -2.82225 -0.93040 2.55755  C52 1.087
39 H 2.47372 1.55065 -0.63473  C35 1.090
40 S -1.84008 -1.56734 0.45963  C17 1.735, C52 1.820
41 C -1.01033 -2.82329 5.44570  C12 1.381, H29 1.080, C32 1.394
42 C -0.16014 -1.04612 -3.49146  H24 1.078, C36 1.375, C48 1.397
43 C 1.28880 3.35156 -0.48882  H10 1.091, C14 1.502, H21 1.092, C35 1.541
44 H -1.62434 0.85957 6.39266  C27 1.079
45 C 1.83680 -0.76451 -1.59959  H16 1.080, C20 1.383, C34 1.387
46 C -1.22165 -2.33565 3.03276  O13 1.206, C32 1.484, C52 1.519
47 H -1.41196 3.14847 -0.46572  C30 1.081
48 C 1.15021 -1.40860 -3.81167  O3 1.357, C20 1.391, C42 1.397
49 C 0.89709 2.69883 -2.88130  C14 1.390, H18 1.081, C31 1.383
50 H -1.57090 0.19408 4.01582  C26 1.080
51 H 3.34787 -1.45559 -5.40308  C5 1.095
52 C -2.37634 -1.84523 2.17604  H2 1.092, H38 1.087, S40 1.820, C46 1.519
53 H -1.47661 -0.24807 -2.01438  C36 1.078
54 H -1.95755 2.00241 -4.54302  C23 1.080

Max |F|   1.241 eV/Å
E_tot   -2138.9987 a.u.
E_HOMO   -8.44 eV
Total charge   0
LUMO level   0.017 Ha